Below is a molecular structure, C5H9NO2 in a non-equilibrium geometry, with properties calculated with wB97M-V/def2-TZVPD.

The spin multiplicity is 1. Its electronic energy is -401.02607 Ha. The calculation puts the largest force on an atom at 0.0762 hartree/bohr. As for the LUMO energy: 0.781 eV.

Each line ends with the Löwdin charge.
Cartesian coordinates (Å):
1 C 1.007 -0.364 -0.640  -0.1772
2 C -1.241 -1.745 0.797  -0.1627
3 C 0.471 -0.111 0.713  -0.4624
4 C -0.442 0.697 -0.885  -0.0759
5 C -0.439 2.017 -1.108  0.0094
6 O 1.233 0.764 1.440  0.0606
7 O 2.230 0.209 -0.927  0.0167
8 N -0.674 -0.500 1.268  -0.0062
9 H 0.806 0.817 2.310  0.1297
10 H 2.529 0.649 -0.109  0.1020
11 H 0.818 -1.316 -1.122  0.1415
12 H -1.201 0.069 -1.338  0.0958
13 H -2.322 -1.708 0.952  0.0733
14 H -0.811 -2.591 1.355  0.0795
15 H -1.100 -2.009 -0.258  0.0598
16 H 0.342 2.658 -0.718  0.0603
17 H -1.207 2.463 -1.729  0.0561


Below is a molecular structure, C5H9NO2, with properties calculated with wB97M-V/def2-TZVPD.

The spin multiplicity is 1. Its electronic energy is -400.98800 Ha. The calculation puts the largest force on an atom at 0.0123 hartree/bohr. As for the LUMO energy (spin up / spin down): -0.568 / -0.568 eV.

Each line ends with the Löwdin charge.
Cartesian coordinates (Å):
1 C -0.670 0.289 -2.034  -0.0086
2 C 0.359 -0.243 -1.090  -0.4231
3 C -0.585 -1.178 0.236  -0.2508
4 N 1.373 -0.962 -1.246  0.1600
5 O -1.719 -1.513 0.051  0.0560
6 H 2.296 -0.547 -1.221  0.0840
7 H 0.173 -1.812 0.753  0.1103
8 H -1.027 -0.546 -2.638  0.1015
9 H -1.513 0.726 -1.508  0.0855
10 H -0.197 1.033 -2.675  0.0981
11 C 0.414 0.467 2.203  -0.0408
12 C -0.117 0.788 0.842  -0.3214
13 O 0.698 1.208 -0.070  -0.0640
14 H -1.176 1.067 0.767  0.1363
15 H 0.733 1.402 2.675  0.0963
16 H -0.338 -0.007 2.834  0.0889
17 H 1.296 -0.172 2.121  0.0918


Below is a molecular structure, C5H9NO2 in a non-equilibrium geometry, with properties calculated with wB97M-V/def2-TZVPD.

The spin multiplicity is 1. Its electronic energy is -401.04155 Ha. The calculation puts the largest force on an atom at 0.0447 hartree/bohr. As for the LUMO energy: 0.618 eV.

Each line ends with the Löwdin charge.
Cartesian coordinates (Å):
1 C -1.951 -0.696 -0.314  -0.0917
2 C 1.065 -1.534 0.496  -0.0829
3 C -0.365 1.120 -0.060  -0.4114
4 C 1.001 1.003 -0.017  -0.3148
5 C 1.079 -0.377 -0.462  -0.0737
6 O -1.216 2.064 0.361  0.1068
7 O 2.011 1.911 0.038  0.0334
8 N -0.740 0.006 -0.702  -0.0063
9 H -0.755 2.639 0.985  0.1239
10 H 1.796 2.671 -0.521  0.1066
11 H 1.666 -0.571 -1.367  0.1338
12 H -1.715 -1.721 -0.013  0.0726
13 H -2.497 -0.229 0.514  0.0820
14 H -2.624 -0.770 -1.173  0.0768
15 H 0.865 -2.473 -0.029  0.0781
16 H 2.049 -1.627 0.970  0.0852
17 H 0.329 -1.414 1.293  0.0815


Below is a molecular structure, C5H9NO2, with properties calculated with wB97M-V/def2-TZVPD.

The spin multiplicity is 1. Its electronic energy is -401.06745 Ha. The calculation puts the largest force on an atom at 0.0179 hartree/bohr. As for the LUMO energy: 0.426 eV.

Each line ends with the Löwdin charge.
Cartesian coordinates (Å):
1 C 0.111 1.483 -0.646  -0.3517
2 C -1.949 0.976 0.946  0.0030
3 C 1.057 -2.503 -0.705  -0.0723
4 C -0.517 1.188 0.647  -0.3606
5 C 0.927 -1.013 -0.579  -0.2646
6 O 1.321 1.840 -0.550  -0.0905
7 N -0.177 -0.417 -0.619  0.1087
8 O 0.319 1.380 1.620  0.1160
9 H 1.149 1.684 1.066  0.1377
10 H -0.511 1.665 -1.524  0.1433
11 H 1.859 -0.425 -0.539  0.1196
12 H -2.505 0.761 0.037  0.0885
13 H -2.059 0.137 1.635  0.0994
14 H -2.347 1.873 1.426  0.1023
15 H 1.576 -2.749 -1.635  0.0757
16 H 1.664 -2.893 0.117  0.0746
17 H 0.082 -2.988 -0.697  0.0708


Below is C5H9NO2 in the gas phase in a non-equilibrium geometry, with properties calculated with wB97M-V/def2-TZVPD.

The spin multiplicity is 1. The SMILES is O=C(O)[C@@H]1CCCN1. Its electronic energy is -401.16851 Ha. The calculation puts the largest force on an atom at 0.0307 hartree/bohr. As for the LUMO energy: 0.867 eV.

Each line ends with the Löwdin charge.
Cartesian coordinates (Å):
1 O -1.427 -0.871 1.065  0.0870
2 C -1.360 -0.165 0.070  -0.4899
3 O -2.432 0.468 -0.409  0.1105
4 C -0.104 0.128 -0.715  -0.2520
5 C 0.893 -1.057 -0.706  -0.1152
6 C 2.162 -0.477 -0.044  -0.1661
7 C 1.599 0.679 0.792  -0.2075
8 N 0.536 1.266 -0.028  -0.0065
9 H -3.170 0.270 0.217  0.1449
10 H -0.394 0.413 -1.702  0.1363
11 H 0.488 -1.868 -0.070  0.1185
12 H 1.067 -1.415 -1.690  0.0933
13 H 2.698 -1.199 0.552  0.0987
14 H 2.867 -0.104 -0.799  0.1073
15 H 2.341 1.442 1.061  0.1146
16 H 1.168 0.310 1.739  0.1193
17 H 0.921 1.862 -0.743  0.1067


Below is C5H9NO2 in the gas phase in a non-equilibrium geometry, with properties calculated with wB97M-V/def2-TZVPD.

The spin multiplicity is 1. The SMILES is C[C@H](ON)[C@@H]1C=C1O. Its electronic energy is -400.91483 Ha. The calculation puts the largest force on an atom at 0.0559 hartree/bohr. As for the LUMO energy: 0.910 eV.

Each line ends with the Löwdin charge.
Cartesian coordinates (Å):
1 C -1.920 -0.985 0.546  -0.0598
2 C -0.460 -0.730 0.304  -0.2067
3 O -0.206 1.001 0.427  -0.3022
4 N 0.506 1.886 1.255  -0.0295
5 C 0.059 -0.834 -1.032  -0.1407
6 C 1.514 -1.086 -1.310  -0.0049
7 C 1.444 0.193 -1.170  -0.2144
8 O 2.010 1.366 -1.317  0.1080
9 H -2.122 -2.059 0.526  0.0874
10 H -2.526 -0.512 -0.226  0.0836
11 H -2.218 -0.595 1.519  0.0796
12 H 0.208 -1.077 1.091  0.1377
13 H 0.773 1.444 2.135  0.0772
14 H -0.130 2.653 1.473  0.0752
15 H -0.653 -0.738 -1.848  0.1192
16 H 2.086 -1.893 -1.730  0.0921
17 H 1.633 1.966 -0.644  0.0982


Here are the calculated relative energy (zero: lowest compared OMol25 entry of this formula, charge and spin) numbers, same order: 4.100, 5.136, 3.679, 2.974, 0.224, 7.128 (eV).